No. 1
DFT (ωB97M-V with the def2-TZVPD basis set) results for an isolated molecule of C14H10Cl2N2O3.

**2S+1**: 1
**Total energy**: -48848.66401 eV
**Relative energy (zero: lowest compared OMol25 entry of this formula, charge and spin)**: 0.037 eV
**SMILES string**: O=C(COC(=O)c1ccccn1)Nc1cc(Cl)ccc1Cl
**Orbital gap**: 9.140 eV
**Strongest force on any atom**: 0.755 eV Å⁻¹
**HOMO**: -0.334 Eh

Last column: Mulliken charge in e.
Cartesian coordinates (Å):
H: 1.206 0.756 -2.877  0.3770
H: -3.978 -0.021 2.705  0.4067
C: 0.739 -0.718 1.830  0.2981
O: 0.067 1.916 -1.344  -0.6328
C: -1.844 1.712 0.751  -0.5946
Cl: -0.287 -1.347 3.063  -0.1690
H: 0.176 -0.280 -3.901  0.3507
C: 2.376 0.293 -0.147  0.8074
C: -2.742 1.477 1.779  -0.3767
H: -1.389 2.676 0.590  0.4693
C: -3.278 0.207 1.917  -0.3886
N: 1.976 -1.697 -1.502  -0.1056
C: 0.658 -0.193 -2.923  -0.4439
C: -1.521 0.655 -0.096  0.6891
O: 1.983 -2.026 -3.720  -0.6422
H: 1.131 1.103 2.889  0.4677
H: 2.474 -2.573 -1.413  0.2265
N: -2.031 -0.564 0.036  -0.3071
C: 1.609 -1.379 -2.772  0.3617
H: -3.274 -1.784 1.084  0.3877
H: 0.481 -2.418 0.549  0.4203
O: -0.343 -0.219 -1.916  -0.3650
C: 0.956 -1.460 0.683  -0.3110
C: -0.523 0.875 -1.181  0.4239
C: 1.318 0.532 1.994  -0.6147
C: -2.886 -0.776 1.015  -0.3317
C: 1.765 -0.951 -0.328  -0.5958
Cl: 3.446 0.909 -1.350  -0.1863
H: -3.017 2.269 2.460  0.4386
C: 2.142 1.031 1.004  -0.4865
H: 2.609 1.996 1.119  0.4268

***

No. 2
DFT (ωB97M-V with the def2-TZVPD basis set) results for a structure of composition C14H10Cl3GeN3O3STi.

**2S+1**: 2
**Total energy**: -153335.44522 eV
**Relative energy (zero: lowest compared OMol25 entry of this formula, charge and spin)**: 0.333 eV
**Total charge**: -1
**Orbital gap (spin up / spin down)**: 7.681 / 7.869 eV
**Strongest force on any atom**: 0.828 eV Å⁻¹
**HOMO (spin up / spin down)**: -0.195 / -0.205 Eh

Last column: Mulliken charge in e.
Cartesian coordinates (Å):
H: -1.042 3.337 1.769  0.3980
C: 1.184 5.757 0.937  -0.3343
S: -2.707 -2.822 -1.707  0.3126
Cl: -2.448 1.665 -1.168  -0.3641
C: 0.045 -3.094 0.318  0.6199
H: -1.015 -4.746 1.147  0.3990
H: 0.495 -6.466 0.214  0.3537
H: 2.893 -3.397 -1.542  0.3380
Cl: -5.738 1.872 -0.156  -0.4704
C: 1.530 -1.336 -0.655  -0.3168
C: -0.156 -4.467 0.550  -0.2257
H: 1.359 6.820 1.053  0.3630
Ge: -4.383 0.292 -1.046  0.4759
C: 0.059 5.171 1.499  -0.6029
C: 0.457 1.576 0.467  0.6782
H: 2.547 3.003 -0.497  0.4395
H: -0.651 5.775 2.049  0.3778
N: -2.210 -1.446 -1.496  -0.1627
O: -0.500 1.056 1.177  -0.6498
C: 1.860 3.620 0.066  -0.2675
H: 2.962 5.433 -0.222  0.3659
C: 1.171 -2.718 -0.466  0.4194
C: -0.165 3.810 1.350  -0.4454
C: 1.796 -5.046 -0.742  -0.5750
C: 0.690 -5.417 0.026  -0.4036
C: 2.029 -3.708 -0.965  -0.7417
N: 0.710 -0.380 -0.435  0.3211
Cl: -3.606 -0.372 1.192  -0.4301
O: -4.102 -3.074 -2.068  -0.5476
Ti: -1.298 -0.499 0.115  0.6086
N: 1.183 0.917 -0.391  -0.7897
C: 2.084 4.978 0.220  -0.5716
H: 2.462 -5.797 -1.147  0.3842
H: 2.555 -1.097 -0.935  0.3368
O: -0.784 -2.229 0.852  -0.7712
C: 0.734 3.028 0.633  0.4786

***

No. 3
DFT (ωB97M-V with the def2-TZVPD basis set) results for a structure of composition C14H11AuN9PSe2.

**2S+1**: 1
**Total energy**: -171779.64189 eV
**Orbital gap**: 6.563 eV
**Strongest force on any atom**: 0.884 eV Å⁻¹
**HOMO**: -0.312 Eh

Last column: Mulliken charge in e.
Cartesian coordinates (Å):
C: -1.264 1.389 3.344  -0.7779
C: -2.308 2.305 3.390  -0.4385
C: 3.032 -3.235 2.042  0.5932
C: -2.631 1.714 -2.380  -0.1257
C: -1.042 0.095 -3.186  -0.7928
C: -0.855 0.866 2.133  -0.7927
C: -1.512 0.269 -4.473  -0.7519
H: -3.055 2.488 0.117  0.2999
N: 3.743 -1.345 -0.030  0.2698
H: -2.630 2.712 4.339  0.3789
H: -1.069 -0.294 -5.283  0.3941
Se: -0.693 -1.726 -0.188  -0.1761
Au: 1.731 -1.510 -0.068  0.6581
N: 4.464 -0.596 -0.907  -0.3085
N: 5.673 -0.593 -0.489  -0.4581
H: -2.913 1.301 -5.729  0.3820
C: -2.533 2.165 0.999  -0.0962
H: -0.235 -0.602 -3.002  0.3199
C: -3.099 1.883 -3.676  -0.8994
N: 5.809 -1.322 0.643  -0.4612
C: 4.600 -1.772 0.897  0.6038
H: -0.772 1.074 4.254  0.4074
H: -3.087 2.299 -1.602  0.3371
Se: 1.375 0.791 -0.682  -0.2227
N: 0.989 -3.840 1.724  -0.3724
H: -0.049 0.143 2.117  0.3090
H: 4.966 -2.869 2.585  0.2058
P: -0.814 0.452 -0.534  0.6338
H: -3.750 3.403 2.245  0.3958
H: -3.901 2.585 -3.861  0.3914
N: 1.428 -4.385 2.795  -0.4871
N: 2.710 -4.029 3.037  -0.4598
C: -1.599 0.814 -2.121  1.0824
N: 4.260 -2.629 1.910  -0.1035
C: -2.938 2.690 2.219  -0.8860
C: -1.487 1.249 0.944  1.2727
N: 2.000 -3.105 1.197  0.0914
C: -2.545 1.164 -4.721  -0.4162

***

No. 4
DFT (ωB97M-V with the def2-TZVPD basis set) results for a cluster of 2 separate species, C14H11ClN2 in total at a distorted geometry.

**2S+1**: 1
**Total energy**: -30195.23177 eV
**Relative energy (zero: lowest compared OMol25 entry of this formula, charge and spin)**: 0.000 eV
**Orbital gap**: 3.651 eV
**Strongest force on any atom**: 5.395 eV Å⁻¹
**HOMO**: -0.239 Eh

Last column: Mulliken charge in e.
Cartesian coordinates (Å):
H: -3.306 1.033 -0.284  0.3875
C: -2.934 0.570 0.640  -0.7908
C: -1.485 -1.279 0.616  -0.9092
C: 3.573 -0.132 0.824  0.4513
C: -1.726 0.544 -3.034  0.4467
C: 0.368 -0.519 -2.979  0.4512
C: 2.859 1.065 0.787  -0.9475
H: -3.576 -1.580 0.188  0.4262
H: 0.952 1.982 0.811  0.3880
Cl: 5.283 -0.112 0.702  -0.1804
N: -2.873 0.584 -3.325  -0.6197
C: -1.513 1.062 0.999  -0.5754
H: 3.409 1.986 0.681  0.4007
C: 0.772 -0.165 0.927  0.8217
H: -1.462 1.442 2.027  0.4394
C: -2.780 -0.909 0.461  -0.3149
H: 1.011 -2.307 1.114  0.3409
N: 1.087 -1.428 -3.222  -0.6158
C: 2.893 -1.343 0.948  -0.8894
C: -0.643 -0.164 0.880  0.8720
C: -0.434 0.510 -2.701  -0.8123
H: -1.159 1.861 0.337  0.2988
H: -0.017 1.354 -2.178  0.3813
H: -3.669 0.790 1.427  0.3524
C: 1.493 1.054 0.853  -0.2417
H: -1.122 -2.285 0.498  0.3717
H: 3.476 -2.248 1.008  0.4077
C: 1.524 -1.368 0.994  -0.3404

***

No. 5
DFT (ωB97M-V with the def2-TZVPD basis set) results for a cluster of 2 separate species, C14H11F13N4O in total at a distorted geometry.

**2S+1**: 1
**Total energy**: -58017.11005 eV
**Relative energy (zero: lowest compared OMol25 entry of this formula, charge and spin)**: 14.059 eV
**Orbital gap**: 8.669 eV
**Strongest force on any atom**: 18.201 eV Å⁻¹
**HOMO**: -0.316 Eh

Last column: Mulliken charge in e.
Cartesian coordinates (Å):
C: -4.938 -2.800 -1.430  -1.0225
C: -4.967 2.604 0.501  -1.5502
C: 4.073 2.124 -0.327  0.5670
N: -5.111 -0.068 0.238  -1.0189
F: 2.165 3.627 -0.320  -0.3955
F: 3.808 -0.486 -1.639  -0.2519
H: -5.426 -1.993 -2.101  0.2873
F: 2.803 2.823 1.390  -0.2269
C: -1.849 1.431 0.148  0.0535
F: 2.832 -1.820 1.381  -0.2126
F: 3.896 1.913 -1.540  -0.2715
F: 5.994 1.154 0.588  -0.2961
C: -3.025 0.649 0.112  0.5009
C: 4.733 -1.911 0.026  0.6961
C: -4.419 1.057 0.229  0.2226
H: -4.432 -3.161 0.554  0.4087
C: -3.156 -0.885 0.265  -0.4901
F: 2.596 -2.403 -0.408  -0.2053
C: 1.601 1.237 0.181  0.4427
C: 4.767 0.745 0.268  0.5020
N: -4.414 -1.178 0.168  0.7792
F: 5.347 -2.933 -0.647  -0.2939
H: 0.220 2.814 0.349  0.3452
C: 2.670 2.476 0.314  0.4721
H: -6.079 -2.285 0.614  0.2807
H: -4.647 2.952 1.302  0.4613
C: 3.355 -2.565 0.579  0.6664
H: -2.103 2.656 0.494  0.0375
H: -5.972 2.447 0.552  0.4020
H: -4.581 2.853 -0.465  0.4292
H: -3.934 -2.864 -1.967  0.3017
O: 2.097 0.251 -0.108  -0.4390
C: 4.666 -0.580 -0.537  0.6531
F: 5.556 -1.713 1.273  -0.3363
N: 0.428 1.600 0.269  0.3092
F: 4.069 0.269 1.435  -0.3049
F: 4.948 3.188 -0.441  -0.3431
N: -0.748 0.903 0.297  -0.6922
F: 5.946 -0.500 -1.249  -0.3742
H: -5.288 -3.792 -1.616  0.3997
H: -2.193 -1.546 0.164  0.3377
C: -4.907 -2.578 -0.195  -0.5520
F: 3.618 -3.713 1.297  -0.2787

***

No. 6
DFT (ωB97M-V with the def2-TZVPD basis set) results for an isolated molecule of C14H11NO at a distorted geometry.

**2S+1**: 1
**Total energy**: -18232.03129 eV
**Relative energy (zero: lowest compared OMol25 entry of this formula, charge and spin)**: 0.119 eV
**SMILES string**: CC1=Nc2ccccc2Oc2ccccc21
**Orbital gap**: 9.046 eV
**Strongest force on any atom**: 4.953 eV Å⁻¹
**HOMO**: -0.310 Eh

Last column: Mulliken charge in e.
Cartesian coordinates (Å):
H: -2.576 -0.798 -2.004  0.5142
C: 0.494 -1.080 -0.645  0.8501
O: -0.741 -1.640 -0.508  -0.5243
C: -2.179 1.513 1.030  -0.8167
C: -2.564 -0.195 -1.165  -0.1833
N: -0.663 0.060 2.002  -0.7252
H: -3.545 2.762 0.216  0.2745
C: 2.358 0.211 -0.087  -0.6016
H: 3.852 0.444 -1.522  0.3445
C: -3.280 0.986 -1.069  -0.7468
H: 2.966 0.810 0.548  0.3756
C: -1.618 -0.619 -0.161  0.1848
C: 1.127 -0.307 0.260  0.2776
C: 2.854 0.063 -1.345  -0.8857
C: -3.051 1.797 -0.009  -0.0534
C: 1.048 -1.453 -1.905  -0.5589
C: -1.543 0.309 0.982  0.5164
H: -3.888 1.584 -1.784  0.2729
C: 0.585 -0.184 1.652  0.8986
C: 1.544 -0.522 2.689  -1.4212
H: 2.423 0.096 2.731  0.3781
H: -2.047 2.223 1.834  0.4073
H: 0.538 -2.158 -2.551  0.4382
H: 1.107 -0.491 3.695  0.3539
C: 2.251 -0.852 -2.200  -0.2740
H: 1.901 -1.501 2.526  0.3817
H: 2.646 -1.057 -3.207  0.3229

***

No. 7
DFT (ωB97M-V with the def2-TZVPD basis set) results for a structure of composition C14H12B2Br6F24O17P4VZr at a distorted geometry.

**2S+1**: 2
**Total energy**: -600504.16658 eV
**Relative energy (zero: lowest compared OMol25 entry of this formula, charge and spin)**: 0.000 eV
**Orbital gap (spin up / spin down)**: 6.142 / 6.658 eV
**Strongest force on any atom**: 7.181 eV Å⁻¹
**HOMO (spin up / spin down)**: -0.365 / -0.365 Eh

Last column: Mulliken charge in e.
Cartesian coordinates (Å):
F: -6.457 0.415 4.223  -0.4071
O: -1.562 3.090 3.078  -0.5979
C: 2.279 -1.955 4.104  -0.1980
C: 8.356 -0.518 0.660  -0.5900
F: 3.157 0.707 -3.459  -0.2116
H: 7.364 0.408 -1.020  0.4266
F: -0.116 -1.443 -4.182  -0.2103
H: -0.797 -3.224 4.668  0.3730
O: -3.799 1.589 -0.156  -0.6003
H: 8.555 -1.515 0.267  0.3974
O: 1.106 0.113 -2.017  0.1949
F: 2.773 0.275 -5.507  -0.3150
H: -2.535 -4.124 6.089  0.5015
F: 0.955 4.313 -5.551  -0.3100
O: -1.242 0.634 -3.448  0.0799
C: 2.286 0.027 0.217  0.1184
Zr: 0.949 0.527 -4.148  1.1187
O: 0.214 2.077 1.869  -0.4731
F: -0.822 4.187 -3.891  -0.3342
C: -0.958 2.122 2.606  0.5287
H: 6.311 -0.563 -0.071  0.2325
F: 1.994 2.596 -4.522  -0.3058
F: -0.407 -0.040 -5.715  -0.2717
F: -4.521 -0.644 4.618  -0.1921
O: -2.155 1.875 -1.837  -0.6568
H: -2.089 -2.307 3.693  0.1915
P: 0.669 3.514 -4.223  1.3790
F: 1.502 4.536 -3.286  -0.3515
C: -1.730 -2.660 4.659  -0.2463
H: 3.623 -3.539 3.165  0.4197
Br: 1.248 -4.082 2.426  -0.2060
C: 7.165 0.109 0.010  -0.6041
F: -0.008 2.361 -5.017  -0.1530
F: -5.226 -0.248 2.516  -0.4502
F: 0.997 -1.592 -5.953  -0.2658
O: -3.759 1.521 5.337  -0.3390
O: -2.543 0.451 3.260  0.0342
C: 1.123 0.186 -0.791  0.8230
C: -3.703 1.096 -3.317  0.0137
F: -2.126 -1.308 -5.344  -0.3175
O: -4.352 2.363 1.980  -0.4914
F: -1.048 -1.671 -7.308  -0.3416
F: 4.993 0.385 -4.785  -0.3336
C: 2.789 -2.866 2.966  -0.2019
Br: 3.610 -0.562 4.491  -0.1637
B: 0.371 0.697 1.312  0.6424
O: 0.127 0.747 -0.143  -0.3100
Br: -1.553 -1.096 5.858  -0.1757
C: -2.827 -3.652 5.150  -0.7846
Br: 6.606 1.625 1.137  -0.1201
P: -0.571 -1.616 -5.739  1.1780
F: -5.127 -2.392 3.220  -0.3180
O: 3.434 -0.188 -0.089  -0.5445
V: -4.469 1.375 3.932  1.4753
Br: 9.865 0.687 0.417  -0.1411
H: -3.789 -3.157 5.279  0.2968
F: 4.063 -1.669 -5.440  -0.3111
F: -0.536 -3.241 -5.571  -0.3467
H: 2.889 -2.151 2.149  -0.0129
O: -3.576 3.794 -1.157  -0.4148
H: 8.208 -0.696 1.725  0.3978
O: -4.212 0.565 -4.281  -0.5390
F: 2.272 -1.188 -3.956  -0.1703
F: 0.645 2.396 -3.023  -0.1827
C: -2.227 1.115 -2.881  0.7075
F: -7.198 -1.325 2.937  -0.3274
O: 1.814 0.267 1.441  -0.3203
H: 2.114 -2.676 4.905  0.4597
P: -5.860 -1.042 3.748  1.5720
C: -1.511 0.692 2.661  0.3595
F: -6.531 -1.824 5.043  -0.3498
B: -3.476 2.313 -1.400  1.3878
O: -4.371 1.872 -2.460  -0.5598
H: 1.353 -1.406 3.935  -0.1709
Br: -3.058 -5.190 3.828  -0.1833
P: 3.705 -0.473 -4.381  1.4149
O: -0.626 -0.133 2.099  -0.3158
C: -4.021 3.941 0.102  0.2790
F: 4.489 -1.130 -3.097  -0.3176
O: -4.331 4.998 0.646  -0.5651
C: -4.150 2.547 0.738  0.6175

***

No. 8
DFT (ωB97M-V with the def2-TZVPD basis set) results for an isolated molecule of C14H12BrN3O2S at a distorted geometry.

**2S+1**: 1
**Total energy**: -104155.75544 eV
**Relative energy (zero: lowest compared OMol25 entry of this formula, charge and spin)**: 0.000 eV
**SMILES string**: O=C(CNC(=O)c1cccc(Br)c1)N/N=C/c1cccs1
**Orbital gap**: 8.470 eV
**Strongest force on any atom**: 1.245 eV Å⁻¹
**HOMO**: -0.314 Eh

Last column: Mulliken charge in e.
Cartesian coordinates (Å):
C: -1.068 -0.997 3.320  0.6470
C: 0.073 0.571 0.100  -0.8221
H: -2.718 0.306 2.822  0.5167
H: 1.606 1.336 -6.461  0.3780
H: -0.752 -2.653 6.257  0.3863
H: -2.853 -1.436 6.718  0.4031
Br: -4.515 0.423 5.144  -0.1961
N: -0.712 1.499 -1.996  -0.1186
O: -2.010 1.746 -0.179  -0.6603
N: -0.391 0.341 1.443  -0.2056
C: 4.009 -0.309 -4.872  -0.4063
C: -2.881 -0.497 4.794  -0.0952
H: -1.401 1.999 -2.565  0.3033
N: 0.417 1.035 -2.549  -0.1670
C: -0.992 1.318 -0.678  0.4909
H: -1.010 1.052 1.807  0.2480
H: 0.996 1.163 0.091  0.2841
O: 0.260 -1.818 1.527  -0.6468
C: -2.348 -1.321 5.771  -0.4021
C: 2.207 0.843 -5.718  -0.6177
C: -2.258 -0.322 3.571  -0.5726
H: 0.373 -2.378 4.060  0.4228
C: -0.352 -0.886 2.011  0.5149
C: -0.538 -1.846 4.287  -0.5146
C: 1.831 0.729 -4.401  0.4223
C: -1.171 -2.000 5.507  -0.4707
S: 3.030 -0.123 -3.477  -0.0696
C: 0.637 1.214 -3.793  -0.1183
H: 3.914 0.235 -6.953  0.3795
C: 3.451 0.249 -5.983  -0.4578
H: 4.946 -0.822 -4.793  0.4151
H: 0.291 -0.394 -0.368  0.4474
H: -0.070 1.741 -4.445  0.2821